1.
{"formula": "C41H40AlNO4STe", "method": "wB97M-V/def2-TZVPD", "homo_lumo_gap_ha": 0.2866, "spin_multiplicity": 1, "de_lowest_ev": 0.160, "elements": ["C", "H", "H", "H", "H", "C", "C", "H", "H", "H", "C", "H", "O", "H", "H", "H", "H", "H", "C", "H", "Al", "C", "C", "O", "C", "H", "C", "C", "C", "O", "H", "H", "H", "C", "C", "N", "C", "C", "H", "H", "C", "H", "C", "C", "H", "C", "C", "H", "C", "C", "C", "H", "C", "H", "H", "H", "C", "C", "O", "H", "C", "C", "C", "C", "H", "H", "C", "H", "C", "H", "H", "H", "C", "C", "C", "C", "C", "C", "H", "H", "C", "Te", "H", "H", "H", "H", "C", "C", "S"], "positions_angstrom": [[4.659, -2.814, -0.253], [1.297, -1.143, 3.038], [-0.792, 4.585, -3.447], [1.005, -4.991, 4.897], [0.924, -4.694, 1.283], [-2.502, 0.930, 4.482], [-2.249, -1.507, 0.897], [-1.825, 1.317, -3.265], [2.294, 4.156, 1.254], [2.371, -5.151, 0.338], [-0.306, 2.241, -2.096], [-1.475, 6.022, 0.465], [0.306, 1.055, -1.730], [-2.429, 3.060, 4.752], [0.647, 5.946, 1.739], [-1.388, -2.195, -3.674], [2.228, -2.862, 4.541], [-3.118, 0.758, 5.355], [-0.953, -1.124, 1.663], [5.330, -3.162, 3.020], [0.494, -0.382, -0.824], [1.344, 2.031, -4.019], [-3.699, 2.082, -0.761], [0.043, -0.764, 0.765], [0.536, 4.442, -5.112], [-0.326, -4.168, -0.908], [-4.408, 1.518, 0.285], [-2.846, -0.286, 0.269], [-0.094, 3.286, -0.992], [1.467, -3.382, -0.233], [1.824, 2.477, -0.477], [-1.943, 4.359, -1.255], [-4.002, 3.027, -1.192], [0.768, -2.074, 3.194], [5.007, -2.866, 2.035], [-2.185, 0.241, -0.764], [-0.745, 5.248, 0.263], [-2.588, 1.416, -1.264], [-2.391, -1.149, 3.982], [-2.042, -3.681, 2.211], [0.695, -3.937, -1.250], [-4.475, -0.140, 1.655], [-0.899, -1.337, -3.215], [-2.113, 2.221, 4.145], [5.813, -4.410, 0.764], [-3.974, 0.318, 0.813], [-0.439, -2.278, 2.527], [-1.988, -2.252, 0.141], [-1.108, -3.479, 2.718], [-1.306, 2.424, 3.037], [1.526, 3.701, -5.744], [-0.239, -0.843, -3.929], [-1.799, 1.992, -2.407], [-0.986, 3.421, 2.765], [-2.974, -1.938, 1.585], [1.142, -4.871, -1.623], [5.242, -3.496, 0.850], [-0.900, 1.346, 2.259], [-0.143, -1.800, -2.075], [1.671, -2.633, -2.648], [1.099, 3.256, -0.272], [0.663, -2.968, -2.400], [0.605, -4.236, 4.232], [-0.041, 3.979, -3.941], [-1.642, -0.651, -2.832], [-1.131, -5.381, 3.712], [-2.094, -0.143, 3.705], [-5.278, 2.017, 0.693], [1.813, -4.313, 0.771], [0.203, -3.445, -3.264], [1.982, 4.065, -6.655], [-2.274, 2.913, -2.743], [-0.592, -4.452, 3.571], [3.980, -1.686, 0.109], [-1.297, 0.057, 2.580], [1.287, -3.040, 4.035], [0.350, 2.765, -3.384], [1.929, 2.496, -5.190], [2.444, -3.794, 1.486], [4.733, -3.147, -1.279], [-1.009, 4.295, -0.714], [3.078, -0.274, -1.153], [2.709, 1.914, -5.664], [1.672, 1.096, -3.586], [0.221, 5.391, -5.528], [-0.270, 1.515, 1.396], [1.362, 4.202, 0.705], [0.441, 5.206, 0.976], [4.077, -1.448, 1.803]]}

2.
{"formula": "C41H40AsClCrN4S2", "method": "wB97M-V/def2-TZVPD", "homo_lumo_gap_ha": [0.2734, 0.2917], "spin_multiplicity": 2, "total_charge": 1, "de_lowest_ev": 2.295, "elements": ["H", "C", "C", "H", "H", "C", "C", "H", "C", "C", "C", "H", "H", "C", "H", "C", "H", "C", "S", "C", "C", "H", "C", "C", "H", "C", "S", "H", "C", "As", "H", "H", "C", "C", "H", "H", "H", "H", "H", "H", "H", "C", "H", "Cl", "H", "H", "H", "C", "H", "C", "C", "C", "H", "C", "N", "C", "H", "H", "H", "C", "H", "H", "C", "H", "C", "C", "C", "N", "C", "H", "C", "C", "Cr", "H", "H", "H", "N", "H", "C", "H", "C", "C", "C", "N", "H", "C", "H", "C", "C", "C"], "positions_angstrom": [[0.125, -2.262, 5.165], [-0.203, -2.539, -0.681], [-4.025, 0.106, 1.753], [-0.540, 3.365, -1.746], [5.733, -2.274, -2.077], [-0.052, -3.105, -4.377], [4.870, -3.775, -0.814], [-4.945, -0.083, 1.197], [-2.572, 0.005, -0.329], [3.741, -1.775, -1.488], [1.377, 5.981, -0.561], [-2.059, 1.268, -3.153], [-4.257, 0.763, 2.584], [-1.240, -4.392, -1.821], [1.379, 2.353, 2.401], [0.107, -2.646, -3.075], [-2.279, 2.286, 3.343], [0.614, 6.215, 0.571], [3.826, -1.217, 2.366], [-1.737, -4.842, -0.611], [-1.643, 0.530, 4.080], [5.729, -4.425, -0.857], [-3.141, -1.303, -0.767], [0.090, -0.758, 3.575], [3.759, -5.077, 0.468], [-3.003, 0.685, 0.827], [-1.726, -0.657, 5.356], [-4.191, -1.156, -1.028], [-1.370, 0.706, -2.518], [0.994, -1.039, -0.955], [-2.627, -1.698, -1.637], [0.409, -2.786, -6.433], [0.681, 3.848, 1.139], [-1.476, -4.148, 0.559], [1.651, 6.801, -1.205], [-2.332, -5.742, -0.585], [-1.419, -0.342, -2.813], [-1.870, -4.513, 1.496], [1.775, -3.648, 0.521], [-2.274, 3.609, -1.892], [3.724, -0.848, -2.051], [3.760, -4.147, -0.079], [-0.635, -3.993, -4.576], [-0.650, 5.520, 2.827], [-2.502, 3.787, 2.076], [-0.523, -2.438, 1.440], [-1.453, -4.936, -2.728], [-0.467, -3.239, -1.869], [-3.693, -0.852, 2.150], [-1.755, 2.160, -0.442], [0.414, 2.728, 2.048], [-2.517, 2.043, 0.767], [-3.098, -2.047, 0.024], [2.609, -2.155, -0.777], [-0.705, 0.304, 3.192], [0.276, 5.162, 1.402], [-4.041, 2.904, 2.016], [2.038, 0.073, -3.712], [-2.960, 1.848, 4.873], [1.297, -1.286, -5.193], [2.342, 4.483, -1.764], [4.340, 0.533, 0.263], [0.875, -1.497, -2.843], [-1.410, 4.284, -0.511], [-1.776, 0.896, -1.097], [1.362, -0.889, 2.903], [-1.466, 3.432, -1.180], [-2.479, 1.578, 4.034], [-0.325, -1.414, 4.691], [-3.531, 3.909, 0.675], [-3.174, 3.218, 1.438], [4.866, -2.577, -1.509], [-0.599, 1.051, 1.200], [1.757, -0.763, -6.018], [0.301, 7.218, 0.818], [-0.113, 3.105, 2.925], [3.348, 0.604, 0.428], [2.909, 1.486, 0.198], [1.458, -0.823, -3.898], [-0.360, 1.081, -2.710], [-0.712, -2.991, 0.523], [2.638, -3.337, -0.054], [1.760, 4.684, -0.875], [1.580, -0.062, 1.823], [2.528, -2.269, 4.156], [2.447, -1.596, 3.326], [1.650, 2.620, -0.301], [1.408, 3.647, -0.037], [2.834, -0.099, 1.456], [0.539, -2.423, -5.426]]}

3.
{"formula": "C41H40Cl3N12NaO9", "method": "wB97M-V/def2-TZVPD", "homo_lumo_gap_ha": 0.2499, "spin_multiplicity": 1, "total_charge": -2, "de_lowest_ev": 0.375, "elements": ["H", "N", "C", "H", "C", "H", "H", "H", "C", "C", "C", "H", "H", "O", "H", "N", "C", "N", "N", "C", "C", "H", "H", "H", "H", "H", "C", "C", "H", "Cl", "C", "C", "H", "O", "H", "N", "C", "C", "N", "N", "C", "N", "Na", "N", "H", "C", "H", "Cl", "N", "O", "H", "H", "H", "H", "H", "C", "H", "C", "C", "C", "H", "O", "O", "O", "C", "O", "C", "C", "H", "C", "H", "H", "H", "H", "C", "H", "C", "C", "C", "C", "N", "C", "H", "O", "N", "C", "C", "C", "C", "H", "H", "C", "Cl", "C", "H", "H", "H", "C", "H", "C", "O", "H", "H", "C", "C", "C"], "positions_angstrom": [[2.088, 0.344, -2.483], [2.521, -1.539, 0.977], [-1.594, 6.836, -4.083], [-2.083, 8.934, -4.138], [4.380, -6.181, -2.096], [0.153, 8.027, -3.760], [4.058, -3.969, -4.651], [0.443, 6.306, -3.484], [1.637, -0.984, -4.108], [-1.549, 4.213, -4.154], [3.221, -1.988, -0.032], [-0.714, 5.318, -1.446], [0.274, 6.926, -0.080], [-3.482, 5.378, -4.508], [-0.433, 7.283, -2.286], [0.195, 3.763, 3.199], [2.056, -3.714, 0.668], [0.788, 4.197, -3.432], [5.539, -7.113, -5.238], [3.554, -3.577, -2.608], [0.988, -2.163, -4.475], [-0.421, 6.205, -5.809], [3.797, -5.807, -0.068], [-6.059, 1.802, 0.962], [1.547, 0.353, 4.053], [2.175, -0.421, -4.860], [4.479, -5.654, -3.383], [1.480, 1.885, 2.754], [-0.195, -3.779, -3.711], [-2.123, 10.261, 2.492], [-5.057, 0.873, 2.633], [-2.538, 8.010, -3.777], [1.976, 0.774, -0.070], [-1.360, -2.365, -0.452], [-3.978, 6.557, -0.011], [1.479, 1.357, 4.009], [-1.737, 5.403, -1.082], [-2.726, 0.900, 0.966], [0.693, 2.539, -1.918], [2.192, 1.600, 0.476], [-4.018, 1.401, 0.542], [0.891, -1.198, -1.838], [-0.527, -0.663, 0.104], [-0.470, 3.714, -3.336], [0.802, 1.809, 4.614], [-1.286, 6.832, -5.588], [-1.393, 2.178, -2.150], [-4.143, 1.999, -1.085], [0.991, 3.076, 2.369], [-1.709, 0.987, 0.245], [-2.304, 3.428, -4.185], [-4.129, 8.536, 1.444], [-3.496, 6.164, -2.080], [-2.700, 8.126, -2.704], [1.042, -2.517, 2.192], [1.091, -2.691, -5.923], [-1.894, 4.525, -0.448], [3.883, -5.406, -1.068], [1.576, -0.560, -2.797], [-3.168, 8.192, 1.088], [-3.317, 4.438, -2.195], [-0.283, -4.270, -0.971], [1.003, -3.926, -6.041], [-0.495, -0.506, 2.284], [-5.125, 1.402, 1.334], [-0.065, 3.396, 4.359], [-0.772, 8.404, 1.050], [1.442, 3.471, -2.553], [-1.176, 4.346, -5.168], [-2.013, 8.850, 1.466], [3.903, -1.414, -0.635], [-4.189, 5.855, -4.062], [0.124, 8.914, 1.375], [1.600, -4.685, 0.639], [-2.290, 5.490, -3.698], [1.467, 2.289, 0.290], [-0.537, -3.066, -1.102], [5.045, -6.464, -4.427], [-3.071, 7.083, 0.260], [1.777, -2.617, 1.413], [2.972, -3.307, -0.271], [-2.759, 5.373, -2.239], [2.496, 3.601, -2.374], [1.321, -1.816, -6.779], [2.111, 1.200, 1.818], [0.290, -2.840, -3.487], [-1.582, -0.342, 2.825], [4.047, -4.355, -3.640], [0.254, -2.322, -2.193], [-1.719, -0.723, 3.858], [3.156, -2.593, -2.812], [-2.744, 0.307, 2.282], [-6.491, 0.907, 3.638], [-0.505, 2.725, -2.427], [2.355, 0.222, 1.941], [-3.503, 7.909, -4.275], [4.693, -7.200, -1.910], [-1.840, 6.624, -0.199], [-3.850, -0.108, 4.080], [-0.279, 7.111, -3.348], [-0.224, 4.821, 2.767], [-1.046, 7.846, -5.913], [-2.136, 6.477, -6.170], [3.490, -4.096, -1.322], [-0.698, 7.293, 0.226], [-3.896, 0.326, 3.088]]}

4.
{"formula": "C41H40IN4O4PSTi", "method": "wB97M-V/def2-TZVPD", "homo_lumo_gap_ha": [0.2129, 0.2653], "spin_multiplicity": 3, "de_lowest_ev": 1.173, "elements": ["H", "H", "C", "H", "C", "H", "H", "C", "H", "C", "H", "C", "H", "C", "C", "H", "H", "C", "H", "H", "S", "C", "C", "H", "C", "C", "C", "H", "H", "C", "N", "C", "H", "H", "H", "C", "C", "C", "H", "H", "C", "H", "I", "H", "H", "O", "C", "C", "H", "H", "O", "C", "C", "C", "Ti", "H", "C", "C", "H", "C", "C", "O", "P", "H", "C", "H", "H", "C", "C", "C", "C", "C", "C", "H", "H", "H", "O", "H", "H", "H", "H", "N", "C", "C", "C", "C", "N", "N", "C", "H", "H", "C", "H"], "positions_angstrom": [[3.645, 4.479, -0.319], [-4.448, -1.737, -5.611], [-1.424, -0.461, -4.862], [5.783, 0.065, -0.253], [2.023, 4.563, 1.944], [2.138, 1.697, 2.294], [-0.112, 3.501, -1.740], [-3.645, -1.294, -5.034], [1.169, -6.659, 4.973], [1.854, -5.911, 2.604], [2.942, -1.754, 2.372], [-5.071, 3.324, -0.067], [-0.276, -5.449, 6.583], [4.783, -0.306, -0.068], [2.884, 3.696, -0.253], [-4.815, -1.199, -3.250], [2.822, -6.042, 0.708], [-2.856, -0.428, -2.893], [-3.184, -3.881, -1.606], [1.817, -0.695, -1.636], [-3.381, -0.130, -1.236], [2.191, -5.462, 1.369], [0.536, -2.909, -1.836], [-0.784, 3.847, 2.253], [-0.621, -3.814, 5.217], [-1.518, -2.991, -0.605], [3.828, -0.286, -1.072], [1.991, 4.649, -1.941], [5.187, -0.860, 1.968], [-2.924, 3.355, -1.128], [1.852, 2.190, 1.455], [1.016, -5.151, 3.450], [1.954, 1.530, 0.695], [-2.098, -2.768, 0.284], [2.215, -6.865, 2.968], [0.733, -5.701, 4.724], [1.709, -4.214, 0.955], [-1.614, -0.170, -3.506], [3.292, 2.822, -0.766], [2.004, -3.868, -0.025], [-4.236, 3.726, -1.146], [-1.276, -3.304, 5.909], [-1.417, -1.437, 3.765], [-5.132, 2.249, 1.791], [0.332, 2.883, 1.386], [-3.129, 1.127, 3.021], [-0.410, 0.369, -2.814], [-3.161, 2.284, 0.939], [1.041, 2.375, -1.771], [-0.919, 3.715, 0.604], [-0.451, 0.342, -1.504], [-1.422, -3.890, -2.831], [2.688, 3.381, 1.235], [-0.083, -3.534, -2.907], [-1.460, 0.726, -0.016], [2.686, 5.431, 1.913], [3.177, -1.327, 1.405], [2.543, -0.762, -0.838], [0.003, 5.576, -0.677], [0.714, 4.958, 1.264], [0.487, -3.883, 3.035], [-1.224, 1.263, 1.796], [0.491, -1.816, 0.847], [3.681, 3.230, 1.674], [0.950, 5.319, -0.196], [4.071, 0.103, -2.053], [0.269, 5.813, 1.776], [-2.538, 1.529, 2.022], [-0.178, -2.620, -0.675], [-4.543, 2.598, 0.955], [-0.384, -3.246, 3.991], [-0.060, -5.042, 5.604], [2.201, -1.306, 0.402], [0.483, -3.735, -3.808], [1.558, 6.227, -0.201], [-2.242, -1.260, -6.672], [0.589, 0.767, -3.396], [-6.121, 3.582, -0.070], [1.584, -2.652, -1.920], [1.857, 4.327, 2.998], [-1.909, -4.360, -3.675], [-0.251, 3.817, 1.387], [-3.855, -0.995, -3.706], [4.449, -0.826, 1.177], [-2.416, -1.027, -5.630], [1.646, 4.208, -0.994], [0.671, 3.138, -1.208], [-2.347, 2.681, -0.108], [0.892, -3.421, 1.726], [-2.278, 3.581, -1.971], [-0.453, -0.240, -5.285], [-2.134, -3.626, -1.673], [-4.629, 4.273, -1.990]]}

5.
{"formula": "C41H40IN7O3", "method": "wB97M-V/def2-TZVPD", "homo_lumo_gap_ha": 0.3232, "spin_multiplicity": 1, "smiles": "CCC1=C(I)C(=O)OC1=O.c1ccncc1.c1ccncc1.c1ccncc1.c1ccncc1.c1ccncc1.c1ccncc1.c1ccncc1", "elements": ["C", "C", "C", "H", "H", "N", "H", "C", "H", "C", "C", "C", "H", "C", "H", "O", "N", "C", "H", "H", "N", "C", "C", "H", "H", "C", "O", "C", "C", "N", "C", "H", "C", "C", "H", "H", "H", "H", "H", "H", "H", "C", "H", "C", "C", "C", "H", "C", "H", "C", "C", "C", "C", "C", "H", "H", "H", "H", "H", "H", "C", "C", "C", "C", "H", "C", "C", "H", "C", "H", "H", "I", "C", "H", "H", "C", "C", "N", "C", "H", "H", "C", "C", "H", "H", "O", "H", "H", "C", "H", "N", "N"], "positions_angstrom": [[-1.197, 3.452, 5.528], [-6.267, -1.245, 7.504], [3.790, -3.245, -4.058], [-0.245, 2.198, -6.483], [1.755, -1.966, 6.535], [5.586, -6.205, -4.665], [6.942, -9.249, -4.241], [7.703, -7.443, -3.347], [-4.381, -2.408, 4.424], [-3.568, 2.691, 4.457], [0.574, 2.209, -1.742], [-4.921, 3.308, -1.460], [1.926, -0.492, -4.649], [4.349, -2.805, -2.867], [1.140, 1.062, -8.225], [-1.161, 0.682, -2.104], [-0.967, -3.877, 7.031], [2.911, 3.888, -7.727], [3.807, 4.411, -8.046], [-3.074, 2.954, -0.420], [3.145, -0.741, -3.017], [2.925, 1.875, -1.111], [2.614, -1.173, -4.160], [0.495, 4.408, -5.633], [-5.255, 2.282, -1.391], [-4.610, -0.943, 5.976], [-0.097, 1.479, -3.924], [-0.205, -1.196, 6.997], [-6.678, -2.424, 6.901], [-1.413, 3.719, 4.241], [0.657, 2.653, -6.865], [0.089, -0.154, 6.982], [-0.152, 1.376, -2.745], [-1.516, -1.556, 7.263], [-6.774, -0.870, 8.387], [2.437, -2.711, -5.646], [-2.861, -3.221, 7.474], [6.246, -4.445, -3.856], [0.984, -4.326, 6.583], [2.238, 2.684, -2.970], [4.408, -1.176, -1.460], [-6.001, -2.862, 5.774], [2.553, 0.854, -1.042], [-3.969, 5.845, -1.568], [-5.690, 4.278, -2.082], [-1.844, -2.904, 7.269], [5.042, -3.421, -2.311], [5.788, -7.517, -4.763], [8.526, -7.925, -2.836], [-4.942, -2.106, 5.298], [-2.115, 2.806, 6.343], [6.827, -8.180, -4.127], [2.583, 2.656, -8.271], [6.435, -5.510, -3.912], [2.000, 3.784, -1.576], [-3.784, -0.325, 5.644], [-7.509, -2.984, 7.308], [-4.498, 2.406, 3.984], [3.886, 1.836, -1.620], [-6.649, 4.028, -2.516], [0.289, -3.516, 6.776], [2.901, -2.410, -4.717], [-3.327, 2.418, 5.793], [1.075, 3.887, -6.388], [-2.271, -0.809, 7.463], [3.994, -1.552, -2.391], [1.430, 2.026, -7.828], [5.084, -8.060, -5.383], [-5.206, 5.575, -2.137], [-6.292, -3.778, 5.275], [-5.771, 6.365, -2.612], [-0.088, 3.515, 0.935], [0.720, -2.198, 6.748], [8.164, -5.459, -2.640], [-4.070, 1.911, 6.399], [1.940, 2.752, -1.925], [-3.700, 3.684, -0.920], [2.179, 4.504, -6.801], [-2.581, 3.338, 3.728], [-2.730, 3.563, 2.678], [-3.557, 6.847, -1.595], [-1.267, 1.223, -0.831], [-0.249, 2.299, -0.699], [-0.240, 3.775, 5.924], [3.216, 2.204, -9.022], [-1.901, 0.691, 0.021], [-1.884, 2.613, 7.382], [3.048, 2.252, -0.095], [7.505, -6.076, -3.236], [4.036, -4.220, -4.462], [-3.219, 4.924, -0.967], [-5.251, -0.508, 7.059]]}